Record 1
# C6H10N2

A molecular structure, C6H10N2 in a non-equilibrium geometry (ωB97M-V/def2-TZVPD, the OMol25 dataset).

Geometry (Å):
C  0.40637  2.12315  0.33559
C  0.66357  0.85202  -0.50936
C  -0.43628  -0.92576  -0.47334
C  -1.75912  -1.56349  0.24011
C  0.77829  -0.41665  0.38914
C  2.20810  -0.98706  0.02019
H  0.58200  3.02509  -0.51152
H  -0.79064  1.99057  0.64696
H  1.08932  2.21500  1.55765
H  1.58452  1.10085  -1.16931
H  -1.40023  0.73792  -0.99846
H  0.14397  -1.81863  -1.05060
H  -2.55135  -1.76332  -0.51277
H  -1.60099  -2.44533  0.93918
H  -2.31377  -0.91849  1.02562
H  0.62611  -0.22846  1.53717
N  -0.55611  0.28245  -1.18074
N  3.32624  -1.25984  -0.28552

Summary:
HOMO-LUMO gap	10.11	eV
max |F|	5.70	eV/A
electronic energy	-343.9663	a.u.



Record 2
# C6H10N2

A single C6H10N2 molecule in a non-equilibrium geometry (ωB97M-V/def2-TZVPD, the OMol25 dataset).

Geometry (Å):
C  -0.11966  -0.77306  0.69327
C  1.15276  -0.23219  1.31254
C  -0.12143  0.68899  1.02536
C  -0.21510  1.16596  -0.55872
C  0.90847  0.49893  -1.28695
C  -0.08795  -0.59958  -0.92218
H  -2.06596  -1.29395  1.07693
H  -1.08739  -2.63955  0.97232
H  1.98204  0.05030  0.66304
H  1.56045  -0.07529  2.36116
H  -0.69073  1.48213  1.70176
H  -0.41317  2.28008  -0.73203
H  2.08257  0.85127  -1.01354
H  0.82774  1.01025  -2.31922
H  0.16309  -1.61832  -1.42884
H  -1.50414  0.52428  -1.89557
N  -1.13927  -1.55165  1.34392
N  -1.23232  0.23140  -0.99325

Summary:
HOMO-LUMO gap	10.13	eV
max |F|	6.99	eV/A
electronic energy	-343.9237	a.u.



Record 3
# C6H10N2O

A single C6H10N2O molecule in a non-equilibrium geometry (ωB97M-V/def2-TZVPD, the OMol25 dataset).

Geometry (Å):
C  -0.88840  -2.73274  -0.05152
C  -0.50896  -1.30946  -0.02287
N  0.58072  -0.78829  0.41545
C  0.48337  0.64479  0.16588
C  1.42809  1.08817  -1.00372
C  0.74393  1.58395  1.43130
N  -0.88700  0.91300  -0.31723
O  -1.24794  2.08654  -0.56680
C  -1.44363  -0.26565  -0.46876
H  -1.93298  -2.86141  -0.26164
H  -0.75791  -3.39701  0.91805
H  -0.14186  -3.27024  -0.70074
H  1.53904  0.34170  -1.72173
H  2.40033  1.30817  -0.58154
H  1.05196  1.94471  -1.47448
H  0.08030  1.12049  2.18635
H  0.21752  2.50074  1.15188
H  1.80548  1.61764  1.55302
H  -2.52208  -0.52513  -0.65093

Summary:
SMILES	CC1=NC(C)(C)[N+]([O-])=C1
HOMO-LUMO gap (alpha / beta)	9.07 / 9.07	eV
max |F|	3.71	eV/A
electronic energy	-419.2800	a.u.



Record 4
# C6H10N2O

A single C6H10N2O molecule in a non-equilibrium geometry (ωB97M-V/def2-TZVPD, the OMol25 dataset).

Geometry (Å):
C  -1.46506  0.88258  1.52232
C  -0.96700  -0.51262  0.81486
C  -1.35822  -0.46747  -0.64115
C  -0.47010  -0.25469  -1.68434
C  0.98340  0.05646  -1.46403
N  1.41352  0.00649  -0.07429
N  2.59560  0.63736  0.11126
O  3.17234  1.08621  -0.93381
C  0.61997  -0.71517  0.84194
H  -0.93639  0.85843  2.47859
H  -2.62207  1.15876  1.47802
H  -0.84763  1.72251  1.02017
H  -1.57537  -1.20815  1.39424
H  -2.39228  -0.76686  -0.79730
H  -0.71834  -0.26329  -2.83472
H  1.32214  1.05966  -1.86970
H  1.55246  -0.84608  -1.90859
H  0.98707  -0.63255  2.01105
H  0.70596  -1.80157  0.53547

Summary:
SMILES	C[C@H]1C=CCN(N=O)C1
HOMO-LUMO gap	9.89	eV
max |F|	4.96	eV/A
electronic energy	-419.2105	a.u.



Record 5
# C6H10N2O

2 unconnected molecules or ions with the total composition C6H10N2O (ωB97M-V/def2-TZVPD, the OMol25 dataset).

Geometry (Å):
C  -0.56517  0.45206  2.89206
C  0.54392  0.20042  1.94483
N  0.52600  -0.66001  0.99869
C  1.77723  -0.53152  0.30820
C  2.47612  0.53004  1.10608
N  1.73401  0.95134  2.05380
H  -0.73742  1.52359  2.96839
H  -1.46397  -0.05282  2.54796
H  -0.29419  0.08341  3.87941
H  2.31605  -1.48172  0.26716
H  1.59165  -0.19878  -0.71817
H  3.46187  0.90266  0.90475
C  -1.88436  -0.50789  -3.26682
C  -1.25851  0.09775  -2.05124
O  -0.39872  0.93293  -2.06815
H  -1.33595  -0.22477  -4.16197
H  -1.92036  -1.58948  -3.16780
H  -2.90780  -0.14293  -3.34293
H  -1.66041  -0.28426  -1.09423

Summary:
SMILES	CC1=NCC=N1.CC=O
HOMO-LUMO gap	10.88	eV
max |F|	0.86	eV/A
electronic energy	-419.3447	a.u.



Record 6
# C6H10N2O

A molecular structure, C6H10N2O in a non-equilibrium geometry (ωB97M-V/def2-TZVPD, the OMol25 dataset).

Geometry (Å):
C  -0.28758  -0.24349  1.82941
N  -0.12150  0.17040  0.43906
C  1.63046  0.72506  -0.00820
C  -0.31082  -0.64621  -0.53719
C  -2.96280  0.06458  -0.78208
C  2.73937  0.42536  0.64429
C  0.02049  -1.25656  -1.65060
O  1.48669  1.58698  -1.01899
N  -2.25902  -0.74781  -0.15243
H  0.97605  2.35457  -0.71606
H  -1.33329  -0.10852  2.09249
H  0.00253  -1.28069  2.00415
H  0.33271  0.40453  2.45005
H  -2.55236  0.90136  -1.37492
H  -4.05601  -0.03836  -0.79722
H  3.61089  1.06943  0.58047
H  2.80019  -0.44511  1.27640
H  -0.76083  -1.62271  -2.29900
H  1.04483  -1.31283  -1.97963

Summary:
HOMO-LUMO gap (alpha / beta)	8.11 / 8.11	eV
max |F|	6.83	eV/A
electronic energy	-419.1389	a.u.



Record 7
# C6H10N2O2

A single C6H10N2O2 molecule (ωB97M-V/def2-TZVPD, the OMol25 dataset).

Geometry (Å):
N  -1.54844  -2.56345  0.37133
C  -1.77002  -1.34574  -0.33724
N  -0.59185  -0.45373  -0.42051
C  -0.20462  0.20182  -1.45464
C  0.94023  1.10725  -1.13562
C  0.69516  1.29054  0.37640
C  1.81983  1.93478  1.22626
O  2.43644  1.12204  1.93496
O  1.90360  3.15339  1.07816
C  0.31144  -0.13830  0.73538
H  -0.68213  -3.02762  0.13344
H  -1.60733  -2.45059  1.37366
H  -2.09647  -1.53489  -1.36530
H  -2.55557  -0.77332  0.16460
H  -0.71598  0.08287  -2.40937
H  0.90160  2.04108  -1.69678
H  1.88020  0.56184  -1.32014
H  -0.21388  1.90784  0.44087
H  -0.10034  -0.34743  1.71931
H  1.19813  -0.76838  0.58522

Summary:
HOMO-LUMO gap	6.91	eV
max |F|	0.65	eV/A
electronic energy	-494.5593	a.u.



Record 8
# C6H10N2O2S

2 unconnected molecules or ions with the total composition C6H10N2O2S in a non-equilibrium geometry (ωB97M-V/def2-TZVPD, the OMol25 dataset).

Geometry (Å):
H  -1.63923  3.64521  0.27674
N  -0.98068  2.96897  0.62662
C  -1.46675  1.83748  0.87082
O  -2.77179  1.67017  0.62432
C  -0.65022  0.70677  1.41873
C  0.73447  0.95641  1.87043
S  -1.36595  -0.72175  1.50432
H  -2.88304  0.71063  0.74826
H  1.37042  1.59650  1.28612
H  1.34354  0.00886  1.77798
H  0.59799  1.37930  2.83929
C  1.07949  -2.56930  -0.71791
C  1.38710  -1.53166  -1.79084
N  0.58489  -0.28053  -1.68844
C  -0.47634  0.20996  -1.78054
O  -1.43672  0.83863  -1.85550
H  0.18221  -3.04632  -0.89136
H  1.75211  -3.35771  -0.75963
H  1.10433  -2.14791  0.19781
H  2.34959  -1.02043  -1.69571
H  1.18457  -1.85326  -2.86153

Summary:
SMILES	[H]/N=C(\O)C(C)=S.CCN=C=O
HOMO-LUMO gap	8.43	eV
max |F|	3.38	eV/A
electronic energy	-892.7550	a.u.



Record 9
# C6H10N2O2S

A single C6H10N2O2S molecule in a non-equilibrium geometry (ωB97M-V/def2-TZVPD, the OMol25 dataset).

Geometry (Å):
O  -3.67842  -0.36112  -1.05887
C  -2.65604  -0.73368  -0.43104
O  -1.69142  -1.62749  -0.72014
C  -2.31251  -0.00105  0.88520
C  -1.98193  1.48429  0.43210
S  -0.53669  1.68929  -0.73650
C  0.78656  0.55429  -0.32687
N  0.77214  -0.74813  -0.13195
C  2.20279  -1.24569  -0.03040
C  3.09188  -0.04043  -0.28733
N  2.04494  1.04699  -0.46667
H  -0.84152  -1.71659  -0.09465
H  -3.28795  0.17501  1.42460
H  -1.36289  -0.31712  1.40915
H  -1.77604  1.95507  1.38133
H  -2.85344  2.14141  0.03464
H  2.21218  -1.76886  0.97193
H  2.07242  -2.18810  -0.76997
H  3.85723  0.07562  0.52801
H  3.68641  -0.38558  -1.17313
H  2.25230  2.01187  -0.83944

Summary:
SMILES	O=C(O)CCSC1=NCCN1
HOMO-LUMO gap	9.35	eV
max |F|	4.71	eV/A
electronic energy	-892.7395	a.u.



Record 10
# C6H10N2O2S

A molecular structure, C6H10N2O2S in a non-equilibrium geometry (ωB97M-V/def2-TZVPD, the OMol25 dataset).

Geometry (Å):
C  -0.08435  0.53754  1.55506
C  1.21943  0.46747  -0.27020
C  -0.49378  -0.87989  1.39044
C  0.06641  -0.35891  -0.91817
C  -0.40601  -1.51723  0.00008
C  2.74741  2.15962  -0.33205
N  0.82076  1.14178  0.87587
N  2.10832  1.21990  -1.00215
O  3.40732  0.35155  0.93928
O  3.49162  -1.19740  -0.92961
S  2.92434  -0.89254  0.34526
H  -0.46949  1.05142  2.33737
H  0.00713  -1.43405  2.28608
H  -1.50943  -0.92292  1.70930
H  -0.67774  0.43620  -0.96272
H  0.27668  -0.68236  -1.87240
H  0.21458  -2.45615  -0.02626
H  -1.41239  -1.85855  -0.31929
H  3.72001  2.65938  -0.54693
H  2.25577  2.54741  0.58097
H  2.56917  0.76559  -1.78228

Summary:
HOMO-LUMO gap (alpha / beta)	7.92 / 7.92	eV
max |F|	3.45	eV/A
electronic energy	-892.6916	a.u.



Record 11
# C6H10N2O3

A single C6H10N2O3 molecule in a non-equilibrium geometry (ωB97M-V/def2-TZVPD, the OMol25 dataset).

Geometry (Å):
C  -0.73331  -0.74716  -1.84795
C  -0.99381  0.47889  -0.97424
C  0.23500  1.11718  -0.28361
C  1.27947  0.13639  0.13669
N  1.88793  0.35938  1.23212
O  1.78227  1.30870  1.98423
O  2.97861  -0.51503  1.54591
C  -1.98658  0.16514  0.15364
O  -1.42478  -0.34541  1.33597
C  -0.58731  -1.29995  1.22215
N  0.19270  -2.15248  1.20267
H  -1.42442  -0.89906  -2.66903
H  -0.82480  -1.67820  -1.25019
H  0.35591  -0.70578  -2.09031
H  -1.34985  1.09349  -1.67959
H  -0.17879  1.72916  0.62064
H  0.88408  1.84458  -0.94091
H  1.82400  -0.61068  -0.42513
H  3.46023  0.04957  2.32583
H  -2.54388  1.15997  0.60062
H  -2.83266  -0.48868  -0.19951

Summary:
SMILES	C[C@H](C/C=[N+](\[O-])O)COC#N
HOMO-LUMO gap	9.25	eV
max |F|	4.76	eV/A
electronic energy	-569.6417	a.u.



Record 12
# C6H10N2OS

2 unconnected molecules or ions with the total composition C6H10N2OS in a non-equilibrium geometry (ωB97M-V/def2-TZVPD, the OMol25 dataset).

Geometry (Å):
C  1.12753  1.54821  0.08043
C  -0.15214  1.17268  0.79764
S  -1.37465  0.49272  -0.28881
C  -0.50388  -1.06154  -0.64279
C  -0.41508  -2.06431  0.41819
C  0.35673  -1.03090  -1.62401
N  1.15803  -0.91609  -2.50766
H  1.56672  0.62096  -0.42135
H  0.91822  2.54685  -0.46234
H  1.83889  1.87318  0.78638
H  -0.54294  2.12575  1.23566
H  -0.05383  0.53603  1.63468
H  -1.34617  -2.20110  1.03950
H  0.16091  -1.80858  1.26154
H  0.01156  -3.07830  0.14108
H  0.89595  -1.32622  -3.47222
N  -4.48621  0.32869  0.83806
C  -4.35147  -0.81705  0.61399
O  -4.14270  -1.91919  0.83095
H  -4.68339  1.24530  0.42890

Summary:
SMILES	CCSC(C)=C=N.N=C=O
HOMO-LUMO gap	9.24	eV
max |F|	4.28	eV/A
electronic energy	-817.4721	a.u.



max |F| of number 9 (C6H10N2O2S)?
4.71 eV/A



max |F| of number 11 (C6H10N2O3)?
4.76 eV/A